(1)
Here is 13 unconnected molecules or ions with the total composition C37H108N18O13 at a distorted geometry from the OMol25 dataset. Energies are from wB97M-V/def2-TZVPD.

```
176
Properties=species:S:1:pos:R:3:forces:R:3:lowdin_charge:R:1
O -0.87996 0.19507 1.62409 -0.435 -0.806 4.215 0.0380
O 4.60912 2.86767 2.14858 1.469 0.429 -0.413 -0.2078
O 4.01960 3.20724 -1.91897 0.422 -0.475 -0.857 -0.2011
O 2.44594 -1.38423 1.27351 -5.693 3.794 0.214 0.0580
O -1.07341 4.43918 -5.29600 -1.460 -2.524 -0.677 -0.1970
O 3.48345 -1.50616 -2.63743 0.059 -0.719 -0.435 -0.2406
O -7.19425 1.85056 1.43592 0.862 2.095 -0.150 -0.1782
O -4.80219 -2.06080 3.13141 -1.915 -0.898 -0.585 -0.2046
O 0.83290 -3.49343 6.13781 -0.649 -0.435 0.195 -0.1786
O 0.56341 3.09054 6.17121 0.095 3.383 2.886 0.0544
O -1.00862 -5.88504 -0.94889 0.099 -0.198 1.521 -0.1761
O 0.36866 1.75497 -2.55596 -1.052 -0.550 1.179 0.0112
O -2.23239 0.22856 -3.25239 5.324 2.930 0.704 0.0631
N 1.13305 0.96002 5.90771 2.148 -2.694 2.817 0.1715
N -3.47578 -0.75432 -4.80124 0.343 -0.664 -3.607 0.1920
N -1.84118 0.66717 -0.30945 -0.587 0.613 -1.290 0.1949
N 4.24106 -2.28932 1.95289 2.878 -1.348 3.165 0.1802
N 3.80156 -2.38616 -0.14479 1.085 -1.603 -4.021 0.2052
N -2.54437 3.24494 -2.97247 0.387 0.819 -0.302 0.0676
N 0.36385 0.52901 -0.21938 1.938 -0.452 0.441 0.1905
N 0.01908 1.94786 4.38371 -2.079 -0.807 -4.252 0.1730
N -4.13437 -0.65681 -2.76044 -3.462 -1.350 1.999 0.1808
N -3.84188 -3.62573 -1.70987 -0.733 -0.210 0.102 0.0341
N 3.85341 -0.27095 4.21371 0.285 1.133 -0.872 0.0466
N 5.64685 -3.25865 -3.44684 -1.010 -0.290 1.811 0.0360
N -4.93369 -0.46386 5.47977 -0.340 -0.695 2.111 0.0355
N 5.91945 4.60382 -3.75200 1.305 0.442 1.384 0.0423
N 0.76447 -0.84573 3.51507 0.810 0.010 1.301 0.0133
N -4.59124 -0.40433 0.13660 -0.314 -1.482 -0.085 0.0321
N 0.12116 1.58025 -4.79369 -1.855 -1.752 -1.352 0.1983
N 1.78411 2.64649 -3.94267 4.009 2.256 -1.031 0.2160
C 5.38831 -1.92603 -3.95224 1.464 -0.423 -2.315 -0.4172
C -0.41866 5.34389 -4.50309 1.378 1.951 -0.500 -0.1533
C 3.42305 -1.96840 1.00874 1.536 -1.304 0.251 -0.8265
C 0.73983 1.94868 -3.69444 -1.023 0.083 0.683 -0.7614
C 4.30847 1.49956 2.41970 -0.816 -0.164 1.888 -0.1818
C 5.16448 3.41613 -4.03517 -0.794 1.013 1.651 -0.4858
C -8.43513 1.71868 2.07772 -0.284 -1.233 -0.533 -0.1049
C 2.08826 -1.45168 -2.45526 -1.066 1.750 -1.107 -0.0985
C 4.93681 2.52342 -2.77873 -0.444 0.489 -0.838 -0.1633
C 1.67057 -4.09456 7.09361 1.237 0.369 0.365 -0.1255
C -3.04597 0.85873 4.76796 0.039 -0.139 -0.532 -0.0483
C -4.60099 3.01457 -4.22735 0.454 0.162 -1.401 -0.0419
C -0.78180 0.44823 0.47061 -0.092 0.632 -2.895 -0.6997
C -5.04496 0.82122 0.65956 -0.476 4.005 -1.035 -0.3976
C -0.40193 -3.00751 3.50152 0.051 0.103 1.282 -0.0458
C -6.49012 0.68153 1.11604 -1.250 -0.348 0.945 -0.2085
C 0.25501 -1.88169 4.40678 -1.102 -1.214 -1.987 -0.3531
C -4.23918 -0.03796 4.33727 1.488 0.005 -0.111 -0.4407
C 3.87939 -1.62548 -4.01248 1.058 0.922 1.040 -0.1560
C -2.29504 -5.35844 -0.71072 -0.663 0.246 -1.163 -0.2215
C 5.72717 2.73868 -5.18218 0.329 -1.564 -1.992 -0.0832
C 3.43894 2.31457 -0.99650 -0.992 0.685 0.685 -0.0980
C -3.71930 -1.24882 3.53161 0.154 0.457 -1.235 -0.1863
C -4.69012 -3.17349 2.20427 1.030 1.018 0.281 -0.0707
C 5.88016 1.08750 4.34767 -0.123 -0.269 0.350 -0.0678
C -1.68071 -2.95183 -0.98273 0.564 0.540 0.093 -0.0488
C 1.35342 -2.40122 5.38301 -0.717 -0.819 -0.201 -0.1682
C 6.10264 -2.03739 -5.31312 -1.296 1.181 -1.491 -0.0807
C -3.06066 3.19585 -4.34064 0.098 0.521 0.143 -0.3938
C -0.76394 -6.97139 -0.02859 0.369 0.734 -0.989 -0.0815
C -3.18457 -0.35546 -3.59168 -2.283 -0.863 0.349 -0.8134
C -2.50417 4.40794 -5.19884 -0.969 0.393 1.420 -0.1506
C -2.44423 -4.09553 -1.58600 -0.712 0.088 -0.378 -0.4046
C -4.91962 1.91446 -0.51513 -0.107 -0.748 0.993 -0.0188
C 0.54877 2.07354 5.57085 -0.451 0.565 -1.723 -0.8295
C 3.87939 3.96071 2.74307 -1.888 -2.520 0.290 -0.0634
C 4.40083 1.10494 3.96711 0.635 0.118 -1.132 -0.3758
H -3.01655 -6.16841 -0.81792 -0.455 -0.157 -1.184 0.1129
H 5.93903 -1.19134 -3.36485 -0.464 0.340 0.103 0.1378
H 5.52800 5.39782 -4.23825 0.056 0.088 0.094 0.0781
H 4.01322 -1.87979 2.84758 0.668 -0.141 0.504 0.0705
H 4.68271 -3.49595 -3.26190 -0.077 -1.426 0.437 0.0621
H 3.29617 -2.39746 -4.51445 0.075 -0.206 -0.139 0.1339
H 1.30271 -4.98710 7.59972 -0.978 0.119 -0.555 0.0850
H 6.48095 1.97838 4.16468 -0.460 0.226 -0.191 0.0787
H 2.88379 -0.17796 3.94676 -0.591 -0.371 -0.013 0.0236
H -3.01753 4.50363 -6.15560 0.573 -0.807 -0.565 0.1177
H -2.84016 5.35053 -4.76670 0.081 0.126 0.716 0.1179
H -4.11097 -0.50027 -1.76292 0.440 -0.013 0.025 0.0593
H -8.91698 2.62898 2.43448 0.985 0.403 0.052 0.0891
H 5.91633 3.39262 -6.03347 -0.436 0.298 0.034 0.0844
H 5.81099 2.20339 -2.21172 0.522 0.497 -0.056 0.1355
H 4.95883 -2.97591 1.76979 -0.022 0.391 0.760 0.1126
H -5.62609 -3.70862 2.04394 -0.268 0.435 0.663 0.0883
H 5.00971 0.83071 1.92071 0.416 0.517 -0.282 0.1144
H -5.31915 -0.67632 -0.50859 -0.263 -0.409 -0.373 0.0782
H -1.92698 -2.83330 0.07245 -0.050 0.111 0.049 0.0791
H 2.04891 2.71413 -4.91499 0.571 0.428 0.532 0.1209
H 1.74649 -1.64468 6.06215 -0.166 0.331 0.049 0.1022
H -4.98951 0.30481 6.13255 -0.437 -0.203 0.200 0.0745
H 0.32149 -3.58745 2.92842 0.004 -0.373 0.346 0.0780
H 4.65537 -2.92570 -0.14192 -0.332 0.256 -0.788 0.1134
H -2.61393 -5.08829 0.29597 1.123 0.527 0.740 0.1138
H -0.78689 1.18581 -4.59378 -0.154 -0.149 -0.528 0.0717
H -5.01299 2.71658 -5.19148 0.002 -0.261 -0.190 0.0662
H 3.33866 1.20478 2.01887 -0.473 0.207 0.081 0.1055
H 1.95667 -3.43363 7.91179 -0.256 0.566 0.114 0.0799
H -0.66879 -6.62055 0.99901 -0.381 0.070 0.112 0.0867
H -2.55236 2.32808 -4.76101 -0.646 -0.426 -0.795 0.0911
H 4.20041 3.86772 -4.26908 -0.807 -1.052 -0.301 0.1185
H -2.96771 -1.89437 3.98600 0.037 0.345 0.816 0.1134
H -2.43335 1.14266 3.91229 -0.187 -0.079 -0.204 0.0498
H 1.20901 0.22268 0.24099 -0.120 0.014 0.220 0.0752
H 2.75874 2.92805 -0.40570 0.437 0.115 0.588 0.1022
H 2.63783 -4.42318 6.71345 0.178 0.034 -0.709 0.0792
H -4.32321 -4.20721 -2.38091 -0.296 -0.978 0.270 0.0649
H -1.54678 3.28398 -3.12542 0.498 0.175 0.599 0.0367
H 1.52440 -2.15670 -3.06608 0.157 -0.510 0.201 0.1027
H -4.72957 -1.06716 0.88602 0.494 -0.544 0.187 0.0515
H -5.23737 2.91859 -0.23435 -0.219 -0.217 0.178 0.0839
H 2.70132 1.64393 -1.43725 0.508 -0.620 -0.574 0.0618
H -2.17166 -4.17199 -2.63859 1.045 -1.005 0.149 0.1358
H -4.33670 -1.25814 -4.95965 0.490 0.364 -0.653 0.1151
H 4.18908 1.81588 -0.38275 -0.130 -0.073 0.027 0.0902
H -4.40012 -2.82870 1.21173 0.271 0.010 -0.125 0.0448
H -1.59052 0.64826 -1.28767 -0.847 0.099 -0.178 0.0588
H -0.56509 6.29567 -5.01375 -0.457 0.846 0.879 0.0894
H -1.57444 -7.68579 -0.17289 0.082 -0.314 0.376 0.0837
H -3.37102 1.79476 5.22217 -0.292 -0.018 0.031 0.0817
H 1.75840 -0.47007 -2.79545 -0.233 0.260 -0.301 0.0765
H -9.16630 1.34671 1.36001 -0.201 -0.474 -0.135 0.0822
H -3.89859 2.02027 -0.88175 0.025 -0.151 0.258 0.0382
H 6.70482 2.27140 -5.06409 -0.069 -0.203 0.631 0.0898
H 6.32948 0.27025 3.78349 0.148 -0.093 0.059 0.0740
H -1.05296 -3.53209 4.20088 0.489 -1.127 -0.079 0.0677
H 0.20320 -7.40034 -0.29077 -0.170 -0.127 -0.172 0.0858
H 3.82651 1.83205 4.54121 0.093 0.120 0.114 0.1124
H 1.73617 -1.41320 -1.42441 0.505 -0.619 0.216 0.0725
H 6.00848 -3.11931 -2.51415 0.259 -0.431 0.383 0.0655
H -2.90978 -0.32208 -5.51742 -0.488 -0.536 -0.351 0.1229
H -1.94849 -2.03457 -1.50715 -0.005 0.169 0.110 0.0584
H 1.16639 0.15816 5.29453 0.106 0.174 0.027 0.0340
H -5.17405 3.91199 -3.99423 0.454 0.224 0.409 0.0780
H 5.77983 4.73478 -2.76031 0.260 0.833 0.186 0.0695
H -2.65460 2.31510 -2.59385 -0.107 -0.164 0.207 0.0237
H 0.45078 0.98210 -1.11786 -0.255 -0.042 0.054 0.0241
H -5.51125 1.57239 -1.36428 -0.278 0.026 -0.024 0.0623
H 3.84700 -0.44149 5.20919 0.101 0.041 0.234 0.0686
H 5.97427 0.86114 5.40975 0.115 -0.099 0.113 0.0701
H 3.28572 3.46616 3.51187 0.008 0.608 0.693 0.0677
H 5.82850 -2.90012 -5.92028 -0.329 -0.543 0.671 0.0721
H 4.51323 1.57885 -3.11997 -0.442 -0.164 -0.150 0.1052
H 5.72243 -1.25561 -5.97066 0.624 0.738 -0.170 0.0593
H -3.94237 -3.90317 2.51498 0.145 -0.007 0.266 0.0810
H 3.07593 4.26792 2.07361 0.348 0.467 -0.502 0.0779
H 3.29230 -2.19602 -0.99602 0.715 -0.379 0.552 0.0568
H -0.58000 2.57975 3.87193 0.375 0.303 0.764 0.1182
H -4.92953 -1.11378 -3.18354 -0.183 0.172 0.843 0.1166
H -7.05661 0.14480 0.35506 -0.040 -0.190 -0.614 0.1272
H 0.03711 -0.49710 2.90721 -0.465 0.067 -0.103 0.0179
H -3.22017 -0.79584 2.67499 0.207 -0.096 -0.535 0.0978
H -5.83123 -0.89468 5.30966 0.035 0.157 -0.058 0.0763
H 1.63523 1.02563 6.78156 0.007 -0.482 -0.232 0.1197
H 0.65935 5.26715 -4.64493 0.138 -0.797 -0.015 0.0746
H -0.59734 -3.03147 -1.07257 0.007 -0.312 0.063 0.0822
H 2.33941 3.02211 -3.18726 0.283 0.084 -0.203 0.0966
H -1.15214 -2.66146 2.79052 0.400 0.921 -0.158 0.0484
H -3.79128 -2.81138 -2.30517 0.259 0.719 0.492 0.0170
H -8.33836 0.99524 2.88727 -0.213 -0.023 0.292 0.0847
H -0.67662 -1.55639 4.86977 0.530 0.694 0.951 0.1220
H 4.41628 4.81250 3.16056 0.603 -0.473 -0.370 0.0895
H -6.56481 0.04260 1.99597 0.457 -0.472 0.259 0.1136
H -2.79720 0.56055 -0.00163 0.571 -0.329 -0.046 0.0467
H -4.86348 2.23609 -3.51099 0.237 0.058 0.073 0.0461
H 0.08025 1.02882 3.96933 0.003 0.257 -0.266 0.0472
H 7.19185 -2.07606 -5.29835 -0.129 0.392 0.467 0.0783
H 4.98625 1.99364 -5.47208 0.242 -0.414 -0.488 0.0721
H -0.56467 5.35008 -3.42294 -0.673 -0.081 -0.069 0.0985
H 2.19446 -2.77416 4.79848 0.257 0.054 -0.335 0.1189
H -2.34262 0.41216 5.47079 -0.254 -0.429 0.103 0.0775
H 0.38026 1.99911 -5.67546 -0.638 -0.166 0.248 0.1173
H 3.71803 -0.65855 -4.48906 -0.172 0.077 -0.308 0.1184
H -4.38027 1.12679 1.46759 -0.127 0.065 0.231 0.1366
H -4.92120 0.61449 3.79205 0.245 -0.118 -1.178 0.1213
H 1.37741 -1.27202 2.83485 0.503 -0.098 -0.103 0.0362
```
Positions in Å, forces in eV/Å.

Relative energy (zero: lowest compared OMol25 entry of this formula, charge and spin) ... 6.930 eV
Frontier orbital gap ... 8.5712 eV
Multiplicity ... 1



(2)
Here is a molecular structure, C37H16AsF9N4OSW from the OMol25 dataset. Energies are from wB97M-V/def2-TZVPD.

```
70
Properties=species:S:1:pos:R:3:forces:R:3:lowdin_charge:R:1
W -0.19633 1.15075 0.86752 0.150 -0.185 0.558 1.3603
As -2.34459 -0.81280 0.82475 0.215 -0.056 -0.095 1.2997
S -0.47968 0.37567 3.14798 -0.090 0.158 -0.166 0.6532
F 0.63452 0.72657 -3.39125 0.003 0.001 0.011 0.1294
F 6.33493 1.57608 1.92102 0.004 -0.005 0.007 0.1226
F -2.85163 2.60284 -0.84857 0.026 -0.012 -0.043 0.1047
F -2.74634 3.20954 -5.50897 0.003 -0.003 0.007 0.1403
F 2.19020 2.42597 -1.50001 0.010 -0.010 0.006 0.1379
F -0.45799 1.75583 -5.64643 -0.006 0.003 0.005 0.1409
F 3.86077 1.60944 2.85712 0.006 -0.006 -0.014 0.1434
F 4.64988 2.42360 -2.46554 -0.010 -0.002 0.007 0.1200
F -3.94608 3.62484 -3.10871 0.005 -0.003 -0.001 0.1388
O -0.50372 1.17036 -0.97759 0.055 -0.032 0.031 -0.2666
N -0.60858 2.95589 1.33806 0.212 0.353 0.118 -0.0433
N 3.13757 5.44564 1.62701 0.042 -0.012 0.049 0.1597
N 9.03405 1.43338 0.52852 0.002 -0.010 0.002 0.1899
N 7.54571 2.12803 -3.31239 0.011 0.022 0.003 0.1894
C 0.82788 -2.32044 -1.49472 -0.021 0.015 -0.006 -0.0651
C 2.61195 4.43148 1.47947 -0.101 0.004 -0.090 -0.1794
C -1.65206 -0.89197 3.53845 -0.005 -0.059 -0.010 -0.6653
C -0.47645 1.45722 -3.31583 -0.039 0.027 -0.042 -0.1408
C 2.83235 1.98429 0.74896 0.001 0.019 0.030 -0.3214
C 7.20493 2.04575 -2.21886 -0.016 -0.036 -0.029 -0.1802
C -2.24843 2.41561 -2.02321 -0.017 -0.002 0.011 -0.1378
C -2.52083 -1.46463 2.61134 0.026 0.047 0.029 -0.4238
C -4.46859 -3.77161 -1.27838 -0.005 -0.009 -0.004 -0.0716
C 0.69171 2.88294 1.28116 -0.393 -0.256 -0.227 -0.4190
C 8.05007 1.63792 -0.02694 0.011 0.011 0.017 -0.1799
C -3.49072 -3.11934 -0.54375 0.010 0.012 0.017 -0.1044
C 4.07227 1.79225 1.55651 -0.011 -0.033 0.030 -0.1449
C 1.91518 0.72381 0.84364 -0.092 -0.101 -0.081 -0.1698
C -1.03614 1.97572 -4.47016 0.028 -0.019 0.005 -0.1324
C -2.81383 2.93123 -3.17555 0.001 -0.006 0.000 -0.1336
C -3.49557 -2.82457 4.33640 0.015 0.007 0.020 -0.0741
C -5.60602 -3.08669 -1.68723 -0.011 0.003 -0.003 -0.0748
C 1.67481 -2.94241 -0.58744 0.007 -0.010 0.018 -0.0691
C -2.61976 -2.26432 5.26005 -0.021 -0.019 0.000 -0.0708
C -3.65530 -1.77635 -0.21636 -0.016 0.018 -0.007 -0.3975
C 3.21613 2.21285 -0.67665 0.002 -0.001 -0.027 -0.1389
C 5.31684 1.77579 1.08477 0.002 0.019 -0.047 -0.1335
C -1.06800 1.68388 -2.07889 -0.053 -0.021 0.021 -0.2037
C -4.79154 -1.08947 -0.63076 -0.003 0.018 0.004 -0.1109
C -1.70212 -1.30548 4.87051 0.010 0.012 -0.029 -0.1143
C -0.68472 -1.74904 0.30682 -0.047 0.011 -0.213 -0.4271
C 2.00519 3.16596 1.25372 0.115 0.098 0.035 -0.1873
C 0.16352 -2.39729 1.20399 -0.038 0.053 0.061 -0.1099
C 6.88397 1.89432 -0.82640 -0.008 0.023 0.008 -0.1397
C -5.76922 -1.74797 -1.36472 0.015 -0.005 0.001 -0.0754
C 4.45403 2.20754 -1.16375 0.022 0.013 -0.015 -0.1329
C 1.33751 -2.98638 0.75820 0.006 -0.003 -0.008 -0.0669
C 5.62316 1.96207 -0.32913 -0.023 -0.011 0.039 -0.0071
C -2.20430 2.71607 -4.40059 -0.018 0.010 0.007 -0.1332
C -3.44445 -2.42415 3.01221 0.011 0.006 -0.005 -0.0845
C -0.34229 -1.72664 -1.04899 0.017 -0.020 0.001 -0.1335
H -4.91387 -0.04097 -0.38382 -0.001 -0.002 -0.003 0.0994
H -0.99779 -1.24689 -1.76699 0.003 0.001 0.008 0.1051
H -4.34275 -4.81554 -1.53413 0.002 0.000 0.001 0.1080
H -6.65307 -1.21428 -1.68783 0.001 0.006 0.003 0.1078
H -2.65686 -2.57293 6.29648 0.001 0.000 0.001 0.1093
H 2.11398 0.23230 1.79846 0.005 -0.004 -0.009 0.0623
H 1.07906 -2.28835 -2.54671 0.003 -0.002 0.000 0.1124
H -2.60063 -3.65228 -0.23079 -0.001 0.000 0.000 0.1090
H -1.02857 -0.86259 5.59238 0.003 0.000 0.001 0.1043
H -4.12041 -2.85786 2.28542 0.001 0.002 -0.006 0.1011
H -0.08976 -2.44266 2.25512 0.011 -0.004 0.000 0.0952
H -6.36585 -3.59852 -2.26307 0.002 -0.005 0.000 0.1072
H 2.16146 -0.00088 0.05879 -0.024 -0.009 0.010 0.0840
H 2.59519 -3.39712 -0.92997 0.000 -0.001 -0.002 0.1106
H -4.21340 -3.57046 4.64976 -0.001 -0.001 -0.002 0.1065
H 1.98944 -3.48052 1.46656 0.001 0.000 0.001 0.1119
```
Positions in Å, forces in eV/Å.

Relative energy (zero: lowest compared OMol25 entry of this formula, charge and spin) ... 0.066 eV
Frontier orbital gap ... 6.7927 eV
Multiplicity ... 1



Results for lowest unoccupied orbital energy: 0.009 -1.810 (in eV, following the order of the records).